No. 1
Computed, not measured: a molecular structure, C34H38Cl4N5O9RbS3 at a distorted geometry, with wB97M-V/def2-TZVPD.

XYZ file:
```
94
Properties=species:S:1:pos:R:3:forces:R:3:lowdin_charge:R:1
Rb 1.234013 1.168154 -0.255741 -0.1 0.2 0.5 1.0032
Cl -2.676339 -1.429152 -0.719855 0.1 0.0 0.0 0.5391
C -1.250165 -2.157034 -1.504840 -0.1 0.0 -0.1 -0.9725
Cl 0.263048 -1.815923 -0.690823 -0.2 -0.4 0.1 0.6274
H -1.186769 -1.751853 -2.506811 0.0 0.0 0.0 0.0102
H -1.400956 -3.229065 -1.504359 0.0 0.0 0.0 0.0205
Cl 4.375526 -0.504526 2.810920 -0.2 -0.1 -0.3 0.6295
C 4.955657 -0.212329 4.423328 0.1 0.1 0.3 -1.0247
Cl 3.705931 -0.462714 5.675574 0.1 0.0 -0.1 0.4861
H 5.281492 0.819388 4.490318 0.0 0.0 0.1 0.0182
H 5.771670 -0.892208 4.636289 0.0 0.0 0.1 0.0161
S -1.319671 3.665942 -6.159710 0.0 0.3 0.0 0.9680
C -0.956460 2.590821 -4.781110 -0.1 -0.2 0.0 -0.5134
C -1.907736 2.354672 -3.798931 0.0 0.1 0.0 -0.0648
C -1.597055 1.461982 -2.784715 0.1 -0.1 0.0 -0.1389
N -0.430197 0.821719 -2.709325 -0.1 0.0 -0.2 0.0429
C 0.494788 1.095157 -3.628782 -0.1 0.0 0.0 -0.1224
C 0.273660 1.964367 -4.689581 0.1 0.0 0.0 -0.0669
C -2.104379 2.502096 -7.259828 0.0 -0.1 0.1 -0.5202
C -3.483696 2.358092 -7.279626 0.0 0.0 0.0 -0.0840
C -4.045912 1.425708 -8.139307 0.0 -0.1 -0.1 -0.1526
N -3.338088 0.651501 -8.961825 0.1 0.1 0.1 0.0494
C -2.013021 0.803732 -8.935694 -0.1 0.0 0.0 -0.1517
C -1.354633 1.706967 -8.115317 0.0 0.0 0.0 -0.0807
H -2.864369 2.859922 -3.817090 0.0 0.0 0.0 0.1054
H -2.301226 1.263474 -1.986449 0.0 0.0 0.0 0.0939
H 1.453673 0.602838 -3.499784 0.0 0.0 0.0 0.0934
H 1.053885 2.160185 -5.412783 0.0 0.0 0.0 0.1043
H -4.107057 2.958758 -6.630408 0.0 0.0 0.0 0.1020
H -5.122384 1.291947 -8.163212 0.0 0.0 0.0 0.1011
H -1.444926 0.167262 -9.606010 0.0 0.0 0.0 0.1011
H -0.275643 1.786916 -8.132851 0.0 0.0 0.0 0.1035
C 0.638501 2.499535 3.916739 -0.1 0.0 0.1 -0.0524
C 2.074107 2.460491 3.454801 0.0 0.0 -0.1 -0.2906
O 2.187137 3.273258 2.301208 0.1 0.0 0.0 -0.1702
C 3.500083 3.303088 1.771553 -0.1 -0.1 0.0 -0.2915
C 3.495538 4.200258 0.555115 0.0 0.0 0.0 -0.0572
H 0.500901 1.854706 4.787387 0.0 0.0 0.0 0.0816
H -0.019042 2.150739 3.122637 0.0 0.0 0.0 0.0545
H 0.346432 3.518056 4.180160 0.0 0.0 0.0 0.0783
H 2.376285 1.434300 3.216272 0.0 0.0 0.0 0.0835
H 2.750884 2.831339 4.238886 0.0 0.0 0.0 0.1165
H 3.820413 2.285608 1.509463 0.0 0.0 0.0 0.1032
H 4.198111 3.673360 2.537161 0.0 0.0 0.0 0.1155
H 2.686791 3.915406 -0.120078 0.0 0.0 -0.1 0.0488
H 4.444763 4.115611 0.021966 0.0 0.0 0.0 0.0792
H 3.342371 5.242855 0.841080 0.0 0.0 0.0 0.0767
C -0.975357 4.938015 -0.840029 -0.1 0.1 0.0 -0.0231
C -0.285873 3.576473 -0.809788 0.0 0.1 0.0 -0.8074
O 0.799112 3.480951 -1.444912 -0.4 0.4 0.0 -0.1907
O -0.842108 2.663919 -0.139957 -0.5 0.7 -0.1 -0.2275
H -0.790476 5.437024 -1.791946 0.0 0.0 0.0 0.0634
H -0.549539 5.557226 -0.045230 0.0 0.0 0.0 0.0707
H -2.044993 4.836553 -0.655969 0.0 0.0 0.0 0.0634
C 2.926406 -6.734673 -2.276808 0.0 0.0 0.0 -0.0647
C 3.146726 -5.279577 -1.950022 -0.1 0.0 0.0 -0.2862
C 3.090858 -4.306004 -2.941868 0.0 0.0 0.0 -0.0503
C 3.223366 -2.957934 -2.634673 0.0 0.0 0.1 -0.0579
C 3.421799 -2.571985 -1.318814 -0.1 -0.2 0.0 -0.3001
C 3.497010 -3.530041 -0.315911 0.0 0.0 -0.1 -0.0541
C 3.359072 -4.871109 -0.635109 0.0 0.0 0.0 -0.0436
S 3.593461 -0.859821 -0.887047 0.4 0.1 0.0 0.3460
O 5.018276 -0.656871 -0.719031 0.0 0.0 0.0 -0.3299
O 2.998791 -0.112208 -1.995327 0.2 -0.2 0.0 -0.4448
O 2.829471 -0.698260 0.355126 0.8 -0.8 0.1 -0.6274
H 3.167944 -6.947018 -3.319447 0.0 0.0 0.0 0.0680
H 1.883084 -7.017955 -2.116255 0.0 0.0 0.0 0.0786
H 3.538147 -7.381279 -1.645661 0.0 0.0 0.0 0.0710
H 2.934789 -4.607671 -3.972757 0.0 0.0 0.0 0.1040
H 3.156644 -2.197210 -3.401931 0.0 0.0 0.0 0.1105
H 3.642589 -3.215186 0.710567 0.0 0.0 0.0 0.1139
H 3.408568 -5.616145 0.152197 0.0 0.0 0.0 0.1096
O -5.784232 -4.887437 7.368820 -0.1 -0.1 0.0 -0.3777
S -4.429632 -4.371088 7.398078 0.0 0.1 -0.1 0.3779
O -3.473986 -5.122947 6.615189 0.1 -0.1 -0.1 -0.3741
O -3.960526 -3.965797 8.712503 0.0 0.0 0.1 -0.3748
C -4.569477 -2.763935 6.545963 0.0 0.1 0.0 -0.3435
N -5.572223 -1.974565 6.951132 0.1 0.0 -0.1 0.1105
C -5.637060 -0.784938 6.373725 -0.1 0.0 0.1 -0.1371
C -4.744250 -0.360444 5.406355 0.0 0.1 0.0 -0.0151
C -3.748461 -1.254465 5.046574 0.2 0.0 -0.2 -0.2159
N -3.663254 -2.453226 5.621789 -0.1 0.0 0.1 0.1647
C -2.719115 -0.927567 4.007218 -0.2 0.0 0.1 -0.1439
C -1.627445 -1.763845 3.811699 0.0 -0.1 0.0 0.0031
C -0.687461 -1.422964 2.849327 -0.1 0.1 0.0 -0.1323
N -0.774173 -0.334569 2.084737 0.1 0.1 0.1 0.0469
C -1.828133 0.459337 2.266955 0.0 0.0 -0.1 -0.1697
C -2.812481 0.207028 3.208337 0.0 0.0 0.0 -0.0135
H -6.443319 -0.132460 6.699755 0.0 0.0 0.0 0.1005
H -4.828287 0.624544 4.971282 0.0 0.0 0.0 0.0922
H -1.530547 -2.661355 4.408521 0.0 0.0 0.0 0.1145
H 0.178698 -2.054452 2.678752 0.0 0.0 0.0 0.1069
H -1.877293 1.333858 1.621893 0.0 0.0 0.0 0.0930
H -3.641067 0.896689 3.296030 0.0 0.0 0.0 0.0980
```
Forces are in eV/Å.

Its charge is -2. Its energy above the lowest of the compared OMol25 structures with the same formula, charge and spin is 141.6 kJ/mol. The calculation puts the highest occupied orbital energy at -3.895 eV. For the orbital gap, the calculation gives 6.96 eV. The value obtained for the total energy is -5328.96148 hartree.



No. 2
Computed, not measured: a molecular structure, C34H38F6N10PSV, with wB97M-V/def2-TZVPD.

XYZ file:
```
91
Properties=species:S:1:pos:R:3:forces:R:3:lowdin_charge:R:1
V 0.085060 -0.343616 0.137764 -0.1 0.0 0.8 0.9257
C -3.540160 2.111969 0.166547 -0.1 0.1 -0.1 -0.0554
C -2.667835 1.071126 0.466204 0.1 0.0 0.0 -0.0634
N -1.573760 0.870471 -0.265388 -0.1 0.3 -0.1 0.0349
C -1.353365 1.694085 -1.322277 0.2 -0.3 -0.1 -0.1566
C -2.198960 2.759783 -1.549675 -0.2 0.2 0.0 -0.0223
N -3.286498 2.970619 -0.808790 0.1 -0.1 0.0 0.1571
C -0.324078 1.184144 -2.276927 -0.2 0.0 0.2 -0.1407
C -0.135140 1.556305 -3.593954 0.1 0.2 -0.1 0.1006
C 0.566928 0.700533 -4.451999 -0.1 -0.1 0.0 -0.0897
C 0.971083 -0.560344 -3.965512 0.2 0.1 -0.2 0.0864
C 0.745717 -0.858684 -2.643495 -0.1 -0.2 0.2 -0.1722
N 0.222409 0.058024 -1.821743 -0.1 -0.1 -0.4 -0.0002
C 0.622997 -2.213562 -2.012382 -0.2 0.4 0.0 -0.1821
C 0.930443 -3.430940 -2.584024 0.1 -0.2 -0.1 -0.0209
N 0.460750 -4.581687 -2.096393 0.0 0.2 0.0 0.1517
C -0.351942 -4.522304 -1.054963 0.1 -0.1 -0.1 -0.0419
C -0.616367 -3.315915 -0.407269 0.1 0.1 0.0 -0.0646
N -0.098991 -2.176244 -0.858201 0.0 -0.7 -0.4 -0.0158
C 0.730271 1.024104 -5.882260 0.0 -0.1 0.1 -0.1921
C 1.890497 0.663580 -6.556370 0.1 0.0 0.0 -0.0128
C 1.984971 0.948418 -7.909921 -0.1 0.1 -0.2 -0.0989
N 1.014932 1.542187 -8.606796 -0.1 -0.1 0.4 0.1054
C -0.096748 1.875850 -7.950154 0.1 0.0 -0.2 -0.0920
C -0.287087 1.645421 -6.594435 0.0 0.1 0.0 0.0008
H -4.451537 2.253341 0.734104 0.0 0.0 0.0 0.1376
H -2.853752 0.394307 1.290309 0.0 0.0 0.0 0.1273
H -2.012548 3.460542 -2.354830 0.0 0.0 0.0 0.1408
H -0.541712 2.484166 -3.973620 -0.1 -0.1 0.0 0.1373
H 1.372555 -1.295348 -4.650627 -0.1 0.0 0.0 0.1381
H 1.551692 -3.494386 -3.470497 0.0 0.0 0.0 0.1387
H -0.797442 -5.448270 -0.711674 0.0 0.0 0.0 0.1397
H -1.250713 -3.267108 0.468121 0.0 0.0 0.0 0.1299
H 2.720879 0.192508 -6.043251 0.0 0.0 0.0 0.1130
H 2.877548 0.685437 -8.464571 0.0 0.0 0.0 0.1219
H -0.874751 2.346147 -8.538785 0.0 0.0 0.0 0.1242
H -1.227425 1.912999 -6.129192 0.0 0.0 0.0 0.1189
F 1.139883 1.073069 0.434593 0.1 0.2 0.0 -0.3883
P 0.055336 4.101944 1.889576 -0.1 0.4 0.2 0.3289
F 1.392792 3.332978 2.016665 0.1 0.0 -0.1 -0.0503
F 0.069919 3.855028 0.320740 0.0 0.0 -0.1 -0.1035
F 0.021098 5.613403 1.670505 0.0 0.1 0.0 0.0160
F 0.025657 4.284565 3.455541 0.0 0.0 0.0 -0.0800
F -1.282601 3.302874 1.972677 0.0 -0.1 0.0 -0.0579
C 4.289347 -1.882663 4.121139 0.0 0.0 0.0 -0.0949
C 5.295773 -0.878349 3.559010 -0.1 0.0 0.0 -0.2344
C 4.738496 0.541984 3.463270 0.1 -0.1 0.0 -0.1719
C 3.622279 0.700196 2.445968 0.2 0.1 -0.2 -0.1673
N 4.128730 0.537659 1.064672 -0.1 0.0 0.2 0.0851
C 3.740058 -0.373654 0.216206 -0.2 -0.1 0.1 -0.6327
S 2.512435 -1.537011 0.751286 0.3 -0.1 -0.1 1.0418
N 4.226772 -0.522103 -0.997002 0.0 0.1 -0.1 0.0564
C 5.201993 0.395155 -1.634530 -0.1 0.0 0.0 -0.1366
C 4.528828 1.621540 -2.233706 0.0 0.0 0.0 -0.2081
C 5.532284 2.521440 -2.950114 -0.1 0.1 0.0 -0.2545
C 4.878982 3.797675 -3.469875 0.0 0.0 0.0 -0.0936
H 4.779044 -2.825170 4.363149 0.0 0.0 0.0 0.0897
H 3.484288 -2.120121 3.417187 0.0 0.0 0.0 0.0250
H 3.831532 -1.503248 5.037739 0.0 0.0 0.0 0.0824
H 5.654932 -1.211571 2.579082 0.0 0.0 0.0 0.1060
H 6.174634 -0.856278 4.202116 0.0 0.0 0.0 0.1218
H 5.536050 1.250443 3.218374 0.0 0.0 0.0 0.1272
H 4.344357 0.848188 4.435315 0.0 0.0 0.0 0.1293
H 3.157347 1.682297 2.502406 -0.1 0.0 0.0 0.1167
H 2.836587 -0.050963 2.605767 0.0 0.0 0.0 0.0713
H 4.863828 1.172439 0.777179 0.0 0.0 0.0 0.1652
H 3.831666 -1.247351 -1.575484 0.1 -0.1 0.0 0.1398
H 5.716353 -0.185573 -2.397931 0.0 0.0 0.0 0.1424
H 5.957391 0.668448 -0.895129 0.0 -0.1 0.0 0.1321
H 4.017739 2.188788 -1.446878 0.0 0.0 0.0 0.1157
H 3.756612 1.291031 -2.937391 0.0 0.0 0.0 0.1096
H 5.981158 1.969779 -3.780042 0.0 0.0 0.0 0.1197
H 6.345820 2.776123 -2.264925 0.0 0.0 0.0 0.1195
H 4.070683 3.570706 -4.169009 0.0 0.0 0.0 0.0728
H 5.602978 4.420783 -3.991933 0.0 0.0 0.0 0.0857
H 4.464083 4.388644 -2.650880 0.0 0.0 0.0 0.0780
N -0.108682 -0.059333 4.184396 0.0 -0.1 0.1 0.1858
C -0.396872 0.184449 2.913369 -0.2 0.0 -0.1 -0.1487
N -0.254079 -0.883247 2.130223 0.1 0.0 0.5 -0.0144
C 0.185048 -1.915472 3.007326 0.0 0.1 -0.3 -0.2352
C 0.535187 -3.249571 2.784355 0.0 0.0 -0.1 -0.0562
C 0.938740 -3.998165 3.870640 0.0 0.0 0.1 -0.0370
C 1.001949 -3.453356 5.165306 0.0 -0.1 -0.1 -0.0325
C 0.661845 -2.140233 5.402088 0.0 0.0 0.0 0.0215
C 0.265005 -1.396670 4.296114 0.0 0.2 0.1 -0.1723
H -0.160009 0.616104 4.933963 -0.1 0.0 0.0 0.1908
H -0.718680 1.155667 2.574301 0.0 0.0 0.0 0.1158
H 0.506942 -3.706450 1.805974 0.0 0.0 0.0 0.0812
H 1.207410 -5.035715 3.723210 0.0 0.0 0.0 0.1255
H 1.322856 -4.078584 5.987499 0.0 0.0 0.0 0.1291
H 0.686174 -1.714808 6.397132 0.0 0.0 0.0 0.1342
```
Forces are in eV/Å.

The spin multiplicity is 4. Its charge is +3. Its energy above the lowest of the compared OMol25 structures with the same formula, charge and spin is 119.4 kJ/mol. The calculation puts the highest occupied orbital energy (spin up / spin down) at -15.981 / -15.978 eV. For the orbital gap (spin up / spin down), the calculation gives 6.84 / 3.98 eV. The expectation value of S² is 3.763. The value obtained for the total energy is -4148.10404 hartree.